1.
{
  "formula": "C20H30N2O3",
  "method": "the ωB97M-V functional and the def2-TZVPD basis",
  "smiles": "COc1ccc(CNC(=O)C2(CC(=O)NC(C)(C)C)CCCC2)cc1",
  "e_homo_ev": -8.2,
  "homo_lumo_gap_ev": 8.72,
  "de_lowest_ev": 0.1909,
  "symbols": ["C", "O", "C", "C", "C", "C", "C", "N", "C", "O", "C", "C", "C", "O", "N", "C", "C", "C", "C", "C", "C", "C", "C", "C", "C", "H", "H", "H", "H", "H", "H", "H", "H", "H", "H", "H", "H", "H", "H", "H", "H", "H", "H", "H", "H", "H", "H", "H", "H", "H", "H", "H", "H", "H", "H"],
  "coordinates": [[5.84, 0.71, -0.11], [4.81, 0.84, 0.84], [3.64, 1.43, 0.45], [3.38, 1.91, -0.82], [2.14, 2.48, -1.10], [1.16, 2.58, -0.13], [-0.20, 3.14, -0.44], [-1.16, 2.08, -0.70], [-1.99, 1.64, 0.28], [-2.15, 2.25, 1.31], [-2.85, 0.42, -0.10], [-2.05, -0.68, -0.82], [-0.76, -1.02, -0.07], [-0.28, -0.30, 0.78], [-0.21, -2.18, -0.48], [1.07, -2.73, 0.00], [2.19, -1.75, -0.35], [1.29, -4.06, -0.70], [1.00, -2.93, 1.52], [-4.00, 0.93, -1.00], [-5.21, 1.03, -0.07], [-5.03, -0.17, 0.84], [-3.54, -0.14, 1.16], [1.43, 2.09, 1.15], [2.65, 1.52, 1.43], [6.17, 1.68, -0.48], [6.66, 0.22, 0.41], [5.53, 0.09, -0.95], [4.12, 1.86, -1.61], [1.95, 2.85, -2.10], [-0.59, 3.71, 0.41], [-0.16, 3.79, -1.33], [-0.91, 1.45, -1.45], [-2.67, -1.57, -0.89], [-1.79, -0.38, -1.84], [-0.67, -2.70, -1.21], [3.15, -2.13, 0.01], [2.25, -1.60, -1.43], [2.00, -0.79, 0.13], [2.22, -4.51, -0.38], [1.33, -3.93, -1.78], [0.48, -4.76, -0.47], [0.81, -1.98, 2.00], [0.19, -3.62, 1.77], [1.94, -3.33, 1.88], [-3.76, 1.88, -1.48], [-4.21, 0.19, -1.79], [-6.16, 1.03, -0.61], [-5.14, 1.95, 0.51], [-5.65, -0.11, 1.74], [-5.30, -1.09, 0.31], [-3.35, 0.55, 1.98], [-3.15, -1.11, 1.44], [0.66, 2.14, 1.90], [2.87, 1.13, 2.42]],
  "lowdin_charge": [-0.096, -0.090, -0.295, -0.029, -0.040, -0.217, -0.124, 0.090, -0.461, 0.071, -0.349, -0.049, -0.456, 0.085, 0.118, -0.584, -0.025, -0.044, -0.029, -0.121, -0.180, -0.179, -0.117, -0.029, -0.004, 0.095, 0.092, 0.092, 0.100, 0.110, 0.125, 0.121, 0.132, 0.131, 0.126, 0.137, 0.089, 0.089, 0.061, 0.087, 0.083, 0.083, 0.076, 0.086, 0.085, 0.118, 0.116, 0.108, 0.118, 0.108, 0.109, 0.116, 0.119, 0.120, 0.122]
}


2.
{
  "formula": "C20H30N3O2PPdS3Si",
  "method": "the ωB97M-V functional and the def2-TZVPD basis",
  "e_homo_ev": -7.9,
  "homo_lumo_gap_ev": 7.96,
  "de_lowest_ev": 0.0227,
  "symbols": ["Pd", "C", "Si", "C", "C", "C", "C", "C", "C", "N", "C", "S", "H", "H", "H", "H", "H", "H", "H", "H", "H", "H", "H", "H", "C", "C", "C", "O", "P", "S", "S", "O", "C", "C", "C", "H", "H", "H", "H", "H", "H", "H", "H", "H", "H", "H", "H", "H", "H", "N", "C", "C", "C", "C", "C", "N", "C", "H", "H", "H", "H"],
  "coordinates": [[-0.67, -0.14, 0.02], [6.01, 0.33, -2.03], [4.23, -0.18, -2.29], [3.51, 0.77, -3.74], [4.12, -2.02, -2.57], [3.28, 0.26, -0.71], [3.89, 0.92, 0.35], [3.18, 1.28, 1.50], [1.84, 0.96, 1.57], [1.25, 0.31, 0.57], [1.92, -0.03, -0.54], [0.81, -0.78, -1.67], [6.60, 0.08, -2.92], [6.47, -0.19, -1.18], [6.10, 1.40, -1.87], [4.01, 0.47, -4.66], [3.66, 1.84, -3.60], [2.45, 0.57, -3.86], [4.66, -2.30, -3.48], [3.08, -2.35, -2.69], [4.55, -2.57, -1.73], [4.94, 1.17, 0.28], [3.66, 1.79, 2.32], [1.22, 1.21, 2.42], [-1.39, -2.82, 2.65], [-2.68, -3.16, 1.94], [-2.45, -3.89, 0.63], [-3.55, -2.00, 1.78], [-3.32, -0.61, 1.06], [-1.93, 0.55, 1.92], [-2.74, -0.77, -0.85], [-4.73, 0.07, 1.28], [-6.05, -0.50, 1.07], [-6.12, -1.37, -0.17], [-6.51, -1.20, 2.32], [-0.89, -3.74, 2.93], [-1.58, -2.24, 3.55], [-0.72, -2.25, 2.00], [-3.29, -3.80, 2.59], [-1.77, -3.33, -0.02], [-3.39, -4.04, 0.09], [-2.01, -4.86, 0.84], [-6.66, 0.39, 0.91], [-5.51, -2.27, -0.05], [-5.77, -0.83, -1.05], [-7.15, -1.67, -0.34], [-5.94, -2.11, 2.49], [-7.57, -1.47, 2.22], [-6.40, -0.55, 3.19], [4.44, 3.66, -1.71], [3.38, 3.70, -1.27], [2.07, 3.73, -0.69], [1.80, 4.52, 0.43], [0.53, 4.48, 0.96], [-0.42, 3.66, 0.36], [-0.17, 2.90, -0.70], [1.05, 2.94, -1.22], [2.58, 5.13, 0.86], [0.27, 5.07, 1.83], [-1.42, 3.58, 0.78], [1.24, 2.31, -2.08]],
  "lowdin_charge": [0.259, -0.183, 0.496, -0.176, -0.180, -0.240, -0.083, -0.061, -0.130, -0.130, -0.746, 0.595, 0.035, 0.034, 0.016, 0.034, 0.012, 0.010, 0.033, 0.004, 0.035, 0.099, 0.106, 0.109, -0.074, -0.428, -0.067, -0.301, -0.096, 0.318, 0.314, -0.291, -0.423, -0.067, -0.045, 0.088, 0.079, 0.045, 0.141, 0.046, 0.080, 0.088, 0.142, 0.070, 0.071, 0.089, 0.074, 0.086, 0.087, 0.191, -0.174, -0.210, -0.020, -0.048, -0.139, 0.086, -0.099, 0.124, 0.108, 0.098, 0.111]
}


3.
{
  "formula": "C20H30N4O",
  "method": "the ωB97M-V functional and the def2-TZVPD basis",
  "smiles": "C=C(C)CN(CC)Cc1c(C(=O)N(C)CCCC)nc2ccccn12",
  "e_homo_ev": -8.0,
  "homo_lumo_gap_ev": 8.47,
  "de_lowest_ev": 1.5284,
  "symbols": ["C", "C", "C", "C", "N", "C", "C", "C", "C", "C", "C", "O", "N", "C", "C", "C", "C", "C", "N", "C", "C", "C", "C", "C", "N", "H", "H", "H", "H", "H", "H", "H", "H", "H", "H", "H", "H", "H", "H", "H", "H", "H", "H", "H", "H", "H", "H", "H", "H", "H", "H", "H", "H", "H", "H"],
  "coordinates": [[-4.38, -1.97, 1.59], [-4.30, -1.37, 0.42], [-5.45, -0.61, -0.18], [-3.07, -1.43, -0.45], [-1.88, -1.86, 0.25], [-0.92, -2.57, -0.57], [-0.51, -1.92, -1.89], [-1.32, -0.89, 1.18], [-0.79, 0.38, 0.60], [0.47, 0.69, 0.10], [1.64, -0.22, 0.19], [1.68, -1.05, 1.10], [2.62, -0.13, -0.73], [2.63, 0.74, -1.88], [3.74, -1.05, -0.63], [5.02, -0.38, -0.12], [4.82, 0.27, 1.25], [6.12, 0.86, 1.78], [0.50, 1.96, -0.38], [-0.71, 2.45, -0.19], [-1.22, 3.72, -0.50], [-2.52, 4.00, -0.19], [-3.33, 3.03, 0.44], [-2.83, 1.80, 0.74], [-1.54, 1.50, 0.41], [-3.56, -2.54, 1.98], [-5.27, -1.93, 2.20], [-6.29, -0.57, 0.51], [-5.16, 0.41, -0.44], [-5.78, -1.10, -1.09], [-2.95, -0.46, -0.97], [-3.27, -2.18, -1.23], [-0.03, -2.73, 0.04], [-1.36, -3.56, -0.78], [0.27, -2.52, -2.36], [-1.35, -1.87, -2.58], [-0.13, -0.92, -1.74], [-2.10, -0.65, 1.91], [-0.50, -1.38, 1.71], [3.59, 1.26, -1.93], [2.50, 0.16, -2.79], [1.84, 1.48, -1.79], [3.92, -1.49, -1.61], [3.44, -1.83, 0.07], [5.80, -1.14, -0.06], [5.35, 0.38, -0.83], [4.44, -0.48, 1.95], [4.07, 1.06, 1.17], [5.96, 1.32, 2.76], [6.88, 0.08, 1.89], [6.51, 1.62, 1.11], [-0.57, 4.43, -0.97], [-2.94, 4.96, -0.42], [-4.35, 3.26, 0.70], [-3.40, 1.03, 1.23]],
  "lowdin_charge": [0.050, -0.369, -0.064, -0.179, -0.169, -0.223, -0.068, -0.107, -0.107, -0.140, -0.407, 0.039, -0.091, -0.040, -0.163, -0.193, -0.264, -0.115, 0.146, -0.260, 0.005, -0.077, -0.063, -0.040, 0.064, 0.064, 0.062, 0.077, 0.065, 0.085, 0.125, 0.135, 0.109, 0.117, 0.075, 0.065, 0.054, 0.112, 0.122, 0.088, 0.093, 0.061, 0.124, 0.120, 0.115, 0.103, 0.112, 0.110, 0.067, 0.070, 0.070, 0.115, 0.102, 0.105, 0.117]
}


Number 2 is which compound? C20H30N3O2PPdS3Si